Density functional theory data (wB97M-V/def2-TZVPD) for a molecular structure, C25H29F6N3OReS4SbSi2 at a distorted geometry.

XYZ file:
```
72
Properties=species:S:1:pos:R:3:forces:R:3
Re -0.1923 -0.0792 0.8933 1.146 -0.172 0.114
C 3.6453 -1.8039 0.7785 -0.099 0.727 0.691
Si 2.4368 -0.7401 -0.1814 -0.290 -1.023 -0.108
C 2.6102 2.2848 -0.9434 -0.067 -0.808 -0.091
C 3.1281 -0.8298 -1.9041 -0.721 0.337 -0.343
N 0.8206 -1.4462 -0.0499 2.018 1.244 -0.333
C 0.3544 -2.6670 -0.4193 -2.007 -0.304 0.254
C 1.1060 -3.6524 -1.0541 0.100 0.328 0.104
C 0.4896 -4.8323 -1.3983 -1.109 -1.300 -0.114
C -0.8745 -5.0623 -1.0527 0.846 -0.318 -0.186
C -1.6272 -4.0883 -0.4044 0.258 0.560 0.108
C -1.0555 -2.8345 -0.1167 1.294 -0.429 -1.012
N -1.6867 -1.7276 0.4482 -1.077 1.059 1.152
Si -3.3641 -1.4176 0.5841 3.156 -2.167 0.244
C -4.6421 1.3183 -0.0725 -0.176 0.588 0.211
C -4.3501 -2.3201 -0.6506 -1.170 0.567 -0.644
C -4.0123 -1.7285 2.3310 0.078 0.806 -0.160
H 4.6428 -1.3624 0.8303 0.015 -0.017 -0.098
H 3.7165 -2.7730 0.2927 -0.048 -0.091 -0.163
H 3.3146 -1.9669 1.8025 -0.035 -0.054 0.121
H 3.5844 2.2861 -1.4511 -0.484 0.099 0.085
H 2.3218 3.2715 -0.6383 0.158 0.769 0.181
H 1.8265 1.9650 -1.6272 0.122 -0.094 -0.222
H 4.0071 -0.2170 -1.9857 0.606 0.286 -0.015
H 2.4129 -0.4451 -2.6314 -0.047 -0.053 -0.148
H 3.3904 -1.8492 -2.1796 -0.005 -0.064 0.040
H 2.1653 -3.4550 -1.2596 -0.519 -0.234 0.009
H 1.0297 -5.6446 -1.9180 -0.259 0.630 0.390
H -1.3107 -6.0525 -1.2621 0.197 0.648 0.073
H -2.6579 -4.2601 -0.1019 0.223 -0.286 -0.096
H -4.7311 2.4180 -0.0806 0.129 -0.542 -0.224
H -4.6603 1.0798 0.9954 0.106 -0.289 -0.126
H -5.4894 0.8623 -0.6005 0.238 0.015 0.095
H -3.7185 -2.9588 -1.2448 0.333 0.072 -0.304
H -4.9312 -1.6847 -1.3215 0.036 0.018 -0.077
H -5.0730 -2.9507 -0.1463 -0.179 -0.153 0.280
H -3.8458 -0.8978 3.0063 0.080 0.118 0.272
H -3.4787 -2.6116 2.7336 -0.011 0.447 -0.505
H -5.0769 -1.9452 2.3096 -0.140 0.061 -0.095
S -1.2358 5.9677 0.6315 -0.619 -0.817 1.608
Sb -2.1306 4.5729 2.2453 0.090 -0.954 -1.524
S -1.3855 1.0246 2.5257 -1.156 -0.534 0.113
S -0.4530 2.7386 3.0299 -0.333 1.947 -0.039
S -4.3111 3.8270 2.1344 1.553 0.717 0.479
N 8.1126 1.2690 4.3680 -1.278 0.009 -1.026
C 7.1886 1.2951 3.6620 2.028 -0.017 1.569
C 6.0476 1.3454 2.8281 -0.142 -0.147 -0.226
C 4.8040 1.0620 3.3530 -1.071 -0.134 0.556
C 3.6738 1.1390 2.5521 -0.509 -0.325 0.231
C 3.7739 1.4430 1.1914 -0.350 -0.320 0.322
C 5.0383 1.6979 0.6782 0.613 0.333 -0.468
C 6.1729 1.6554 1.4925 -0.557 0.293 -0.896
C 2.5724 1.3817 0.2919 0.522 -0.447 -0.770
C 1.3054 0.9635 0.6908 -1.480 -0.470 1.186
H 4.7268 0.7804 4.4054 -0.077 0.148 -0.331
H 2.6699 0.9119 2.9406 0.572 0.098 -0.003
H 5.1395 1.9556 -0.3841 0.172 -0.190 0.609
H 7.1454 1.8831 1.0945 0.175 0.015 -0.178
C -4.1086 1.8236 -2.7515 -0.238 -0.192 -0.400
C -2.9532 1.5234 -1.8204 0.458 -0.090 1.075
O -3.3720 0.8576 -0.5947 -0.519 0.132 -0.387
C -1.9721 0.5541 -2.5415 0.745 -0.858 -0.205
F -1.7004 1.0218 -3.7909 -0.088 -0.525 1.142
F -2.5957 -0.6727 -2.6897 0.904 1.474 0.235
F -0.7724 0.3561 -1.8930 -2.045 0.379 -1.494
C -2.2445 2.8573 -1.3423 0.139 0.876 -0.120
F -3.2094 3.8127 -1.1043 1.076 -1.024 -0.251
F -1.5346 2.7014 -0.1998 -0.733 0.103 -1.461
F -1.4209 3.3676 -2.3064 -0.765 -0.653 0.961
H -4.6821 0.9094 -2.9510 0.161 0.204 0.141
H -3.7651 2.2010 -3.7104 0.256 -0.011 0.003
H -4.7492 2.5916 -2.3450 -0.198 -0.001 0.190
```
Positions in Å, forces in eV/Å.

As for the multiplicity: 1. For the energy relative to the best compared isomer or geometry (same formula, charge and spin), the calculation gives 3.0891 eV. The LUMO energy (spin up / spin down) comes out at -0.1030 / -0.1041 hartree. The molar mass is 993.9 g mol⁻¹. The calculation puts the HOMO energy (spin up / spin down) at -7.15 / -7.23 eV. The total energy is -116980.5803 eV.